Density functional theory data (ωB97M-V/def2-TZVPD) for a molecular structure, C29H43F2Sn.

Values from the calculation:
* E_LUMO: 2.82 eV

```
! wB97M-V def2-TZVPD RIJCOSX def2/J DEFGRID3
* xyz -1 1
H -2.36 3.55 0.64
H 1.60 1.86 -1.40
H 2.60 0.54 -2.07
H -0.85 1.18 -1.30
C 1.16 -1.58 -1.19
C 0.31 4.08 1.58
H -2.71 1.83 2.96
H 3.96 -6.94 -0.95
H -0.71 4.34 1.88
H 0.55 2.56 3.12
C 0.84 -0.13 -1.07
C 1.22 -1.88 -3.74
H -1.88 -0.09 4.24
F -0.83 -3.63 -6.21
H -2.36 -3.47 5.89
C -0.11 -2.62 -5.61
H -0.30 -1.32 -7.33
C -2.74 1.77 1.86
C 2.46 -3.48 -2.02
Sn -0.74 1.09 1.36
H 5.12 -4.80 -0.30
H 2.86 -1.47 -2.50
H 3.29 5.84 2.17
H 0.44 -0.30 3.31
H -5.06 5.09 0.52
H 4.20 -2.63 -1.07
H 3.14 4.10 2.34
H 0.92 6.13 1.74
C -1.63 -0.94 3.59
H 0.71 -4.66 -2.57
C 0.39 -2.84 -4.32
C -3.17 3.12 1.25
C 4.20 -4.78 -0.89
H -4.04 4.72 -0.89
C 3.54 -5.97 -1.21
H 1.97 0.13 -3.97
C 1.39 -0.66 -4.43
C -4.84 4.34 -0.24
H -3.40 0.94 1.58
H -0.13 -1.44 2.06
H -3.34 3.83 2.07
H -3.45 -2.77 4.68
C 2.73 4.97 1.83
H 1.61 2.31 1.71
C 1.96 0.83 -1.22
H 1.11 5.22 3.23
C 1.25 5.16 2.14
H 2.63 0.82 -0.34
H 0.23 -2.16 -1.12
C -0.43 -0.60 2.71
H 1.02 0.51 -6.20
H -2.84 -1.77 6.02
H -2.52 -1.13 2.97
C -2.58 -2.56 5.31
C 1.72 -4.65 -2.19
C 0.61 2.65 2.03
C -4.44 3.01 0.41
C -1.37 -2.17 4.46
H -5.73 4.19 -0.85
C 0.10 -1.45 -6.33
H 1.76 -1.82 -0.29
C 0.85 -0.45 -5.70
C -0.50 0.30 -0.73
F 1.67 -7.03 -2.22
H -1.24 -0.51 -0.69
C 2.32 -5.87 -1.86
H 0.13 -3.76 -3.82
H -0.51 -1.97 5.11
H -4.30 2.25 -0.37
C 3.67 -3.55 -1.31
H -5.26 2.65 1.05
H 0.33 4.14 0.48
H -1.08 -3.01 3.82
H 2.91 4.86 0.76
C 1.95 -2.07 -2.39
*
```

Here are the Löwdin charges for atoms 1 to 5, given in e:
1 H 0.078
2 H 0.070
3 H 0.033
4 H 0.029
5 C -0.204


Density functional theory data (ωB97M-V/def2-TZVPD) for 2 unconnected molecules or ions with the total composition C31H32N3O.

Values from the calculation:
* E_LUMO: -4.46 eV

```
! wB97M-V def2-TZVPD RIJCOSX def2/J DEFGRID3
* xyz 1 1
C 3.89 -1.92 3.86
H -5.39 -1.22 -3.31
C -1.04 -0.87 -1.15
H 1.56 3.49 2.20
C 4.55 -0.90 4.57
C -2.43 0.64 -7.04
H -3.10 3.62 1.50
H 1.42 5.78 2.21
C 0.64 0.55 2.58
C -0.28 -1.57 1.82
C -4.78 -1.70 -4.08
C -3.59 -0.02 -1.89
C -2.85 -0.86 -2.76
C -1.55 -1.24 -2.38
H 3.99 -0.33 5.31
C 0.52 -2.24 2.73
H -1.47 1.57 1.22
H 7.66 -1.21 3.18
C -1.14 -1.41 -6.97
H 0.44 -3.32 2.83
H 2.43 -4.34 3.72
H 6.43 -2.92 1.82
H 1.47 3.49 0.43
H -2.98 5.19 2.33
H -4.86 -2.80 -3.94
C -0.28 -0.14 1.74
C -1.76 -1.77 -5.77
C 5.91 -0.67 4.34
C 0.98 3.85 1.34
C -2.65 4.61 1.46
C 0.90 5.35 1.34
H 1.30 5.77 0.41
H -4.60 0.30 -2.20
C 1.51 -1.54 3.45
C 2.27 -3.61 4.54
H 0.63 1.64 2.54
H 4.06 -3.46 2.37
C 6.60 -1.39 3.36
C 1.53 -0.13 3.39
H 2.26 0.42 3.99
C -3.08 0.27 -5.86
C -1.18 0.56 0.90
O -0.52 5.69 1.42
N 2.52 -2.23 4.12
H 6.43 0.10 4.92
H 2.97 -3.85 5.35
H -3.00 5.13 0.57
H -2.69 1.59 -7.51
C 5.93 -2.38 2.62
N -3.38 -1.28 -3.98
H -0.39 -2.08 -7.41
C 4.59 -2.67 2.90
H -3.85 0.90 -5.41
C -1.48 -0.21 -7.60
H -5.16 -1.46 -5.07
H -1.01 0.06 -8.56
H -1.52 -2.70 -5.26
N -0.44 3.44 1.43
C -2.72 -0.92 -5.20
H 1.25 -3.71 4.91
C -1.74 0.05 -0.30
H -0.95 -2.13 1.17
H -3.56 1.21 -0.13
H -0.97 -1.86 -3.06
C -3.02 0.49 -0.74
H -0.06 -1.24 -0.84
C -1.18 4.51 1.45
*
```

Here are the Löwdin charges for atoms 1 to 5, given in e:
1 C -0.241
2 H 0.074
3 C 0.003
4 H 0.105
5 C -0.023


Density functional theory data (ωB97M-V/def2-TZVPD) for C20H21FN2O3S in the gas phase.

Values from the calculation:
* E_LUMO: 0.41 eV

```
! wB97M-V def2-TZVPD RIJCOSX def2/J DEFGRID3
* xyz 0 1
H 3.26 1.11 -3.90
C 0.34 0.95 1.56
H -0.96 2.12 -1.65
C 1.43 1.14 -2.65
H 2.25 -2.38 -1.58
C -1.52 -0.21 0.61
S -0.17 1.93 5.30
F 1.33 2.48 -2.94
H -1.13 1.82 2.74
C -1.66 0.45 -0.66
H -2.72 0.56 -2.60
N 1.97 1.66 3.73
C -0.52 1.26 -0.98
H 3.69 -1.38 -3.30
H 4.14 3.21 2.26
H 1.86 -0.45 2.29
C 2.04 -1.46 -1.90
C -2.53 -1.11 0.97
C 0.58 1.84 3.80
H 0.87 2.46 0.06
O -2.50 -1.77 2.12
O -0.52 -0.15 1.52
N -0.15 1.39 2.80
C 3.16 2.78 1.85
C 0.85 -0.89 -1.52
H -4.42 -2.61 1.32
C 3.98 0.89 3.09
C 0.03 1.83 0.30
H 3.41 2.61 0.80
C -2.75 0.24 -1.58
C -3.65 -1.28 0.12
H 4.68 1.67 3.41
H 4.47 0.33 2.33
H 0.28 -1.44 -0.69
H 2.19 0.50 0.64
C 1.79 0.51 1.76
H -4.61 -0.87 -1.67
C 2.56 0.51 -3.31
C 0.56 0.45 -1.74
H 2.44 1.94 4.57
H -0.64 2.60 0.62
C 2.82 -0.82 -2.94
C 2.75 1.49 2.50
C -3.73 -0.61 -1.11
H 3.86 0.15 3.93
O -4.65 -2.03 0.59
H -1.67 -1.54 2.56
H 2.30 3.50 1.94
*
```

Here are the Löwdin charges for atoms 1 to 5, given in e:
1 H 0.114
2 C -0.428
3 H 0.192
4 C -0.166
5 H 0.057


For reference, F_max by record: 2.377, 2.251, 5.310 eV/A.